DFT (ωB97M-V with the def2-TZVPD basis set) results for a 2-piece molecular cluster, N4O2 overall at a distorted geometry.

highest occupied orbital energy (spin up / spin down) = -10.785 / -10.242 eV
ΔE to the lowest compared entry with this formula, charge and spin = 59.84 kcal/mol
HOMO-LUMO gap (spin up / spin down) = 9.44 / 7.73 eV
DFT total energy = -369.25725 hartree

Each line ends with the natural charge from an NBO analysis.
Element x y z (Å)
N: -1.023 -2.169 0.997  -0.046
N: -0.956 -0.899 -0.886  -0.086
N: -0.999 -1.506 0.098  0.109
N: 1.086 1.686 -0.240  0.529
O: 0.321 1.047 -0.853  -0.221
O: 1.571 1.841 0.884  -0.286



DFT (ωB97M-V with the def2-TZVPD basis set) results for a 2-piece molecular cluster, CH6N2O4S2 overall at a distorted geometry.

highest occupied orbital energy (spin up / spin down) = -9.224 / -9.422 eV
ΔE to the lowest compared entry with this formula, charge and spin = 77.80 kcal/mol
HOMO-LUMO gap (spin up / spin down) = 8.75 / 6.63 eV
DFT total energy = -1248.33466 hartree

Each line ends with the natural charge from an NBO analysis.
Element x y z (Å)
C: 0.599 1.975 1.520  -0.808
N: -0.896 -0.296 2.231  -0.972
N: 0.515 -2.033 -2.616  -0.260
O: 1.419 -0.554 1.467  -0.905
O: 0.305 1.379 -1.398  -0.892
O: -1.718 0.040 -1.051  -0.889
O: -0.476 -2.896 -2.313  -0.496
S: 0.205 0.192 1.291  1.686
S: -0.274 0.101 -1.047  1.605
H: 1.225 2.260 0.684  0.266
H: -0.329 2.532 1.523  0.240
H: 1.125 2.064 2.463  0.255
H: -1.772 0.188 2.135  0.380
H: 1.312 -2.306 -2.034  0.307
H: -1.243 -2.646 -2.855  0.484



DFT (ωB97M-V with the def2-TZVPD basis set) results for an isolated ion of composition C12H21BrN and charge +1 at a distorted geometry.

highest occupied orbital energy = -12.275 eV
HOMO-LUMO gap = 8.53 eV
SMILES = CC(C)C1=CC=C[C@](Br)(C(C)C)[C@@H]1[NH3+]
DFT total energy = -3098.24870 hartree
net charge = +1

Each line ends with the natural charge from an NBO analysis.
Element x y z (Å)
C: 3.682 -0.573 0.290  -0.608
C: 2.356 -0.888 1.069  -0.273
C: 2.634 -0.843 2.552  -0.617
C: 1.195 0.010 0.695  0.037
C: 1.323 1.339 0.661  -0.216
C: 0.295 2.167 0.145  -0.206
C: -0.778 1.838 -0.578  -0.258
C: -1.041 0.407 -0.976  0.044
Br: 0.183 0.127 -2.546  0.044
C: -2.465 0.036 -1.285  -0.336
C: -3.002 1.136 -2.254  -0.613
C: -2.614 -1.419 -1.754  -0.644
C: -0.201 -0.555 0.327  -0.094
N: -1.028 -0.544 1.606  -0.749
H: 4.282 0.286 0.766  0.214
H: 3.565 -0.340 -0.733  0.222
H: 4.421 -1.432 0.330  0.232
H: 2.068 -1.842 0.713  0.210
H: 3.490 -1.431 2.769  0.234
H: 1.908 -1.439 3.116  0.203
H: 2.779 0.197 3.134  0.228
H: 2.211 1.755 0.911  0.228
H: 0.557 3.228 0.255  0.233
H: -1.385 2.604 -0.936  0.235
H: -3.187 0.241 -0.408  0.217
H: -3.499 1.960 -1.722  0.223
H: -3.686 0.703 -3.001  0.243
H: -2.138 1.643 -2.819  0.227
H: -1.986 -2.235 -1.369  0.219
H: -2.453 -1.346 -2.898  0.248
H: -3.680 -1.793 -1.392  0.234
H: -0.099 -1.494 -0.091  0.227
H: -0.524 0.209 2.182  0.495
H: -1.209 -1.577 1.765  0.477
H: -1.972 -0.134 1.476  0.442



DFT (ωB97M-V with the def2-TZVPD basis set) results for a 2-piece molecular cluster, C3H6Br2O2 overall at a distorted geometry.

highest occupied orbital energy = -8.599 eV
ΔE to the lowest compared entry with this formula, charge and spin = 33.75 kcal/mol
HOMO-LUMO gap = 7.13 eV
DFT total energy = -5416.37291 hartree

Each line ends with the natural charge from an NBO analysis.
Element x y z (Å)
C: -0.688 -0.313 -0.252  -0.608
C: 0.752 -0.916 -0.199  -0.304
C: 1.673 0.208 -0.454  0.837
O: 2.601 -0.155 -1.362  -0.618
O: 1.962 1.052 0.484  -0.615
Br: 0.453 2.120 -2.224  -0.684
Br: 0.980 -1.486 1.725  -0.020
H: -0.868 0.016 -1.262  0.274
H: -0.608 0.597 0.432  0.214
H: -1.336 -1.071 0.149  0.223
H: 0.952 -1.819 -0.715  0.262
H: 3.232 0.607 -1.521  0.522
H: 1.417 0.813 1.260  0.516



DFT (ωB97M-V with the def2-TZVPD basis set) results for one molecule with the formula C5H8N4 at a distorted geometry.

highest occupied orbital energy = -8.226 eV
ΔE to the lowest compared entry with this formula, charge and spin = 90.67 kcal/mol
HOMO-LUMO gap = 8.96 eV
SMILES = [H]/N=C(\N)[C@@]12C[C@@H]1C=NN2
DFT total energy = -414.18767 hartree

Each line ends with the natural charge from an NBO analysis.
Element x y z (Å)
H: 1.880 -0.227 -2.633  0.334
N: 1.206 0.312 -1.996  -0.670
C: 0.929 -0.438 -0.972  0.466
N: 1.013 -1.890 -0.781  -0.863
C: -0.046 0.167 0.061  -0.007
C: 0.349 1.350 0.707  -0.406
C: -1.010 1.304 -0.063  -0.305
C: -1.989 0.761 0.905  -0.023
N: -1.606 -0.400 1.572  -0.230
N: -0.490 -0.863 1.066  -0.430
H: 1.137 -2.145 0.140  0.371
H: 1.639 -2.605 -1.358  0.403
H: 0.310 1.073 1.761  0.228
H: 1.221 2.048 0.428  0.248
H: -1.273 2.003 -0.918  0.277
H: -2.852 1.372 1.462  0.219
H: -0.419 -1.821 0.618  0.389



DFT (ωB97M-V with the def2-TZVPD basis set) results for a 3-piece molecular cluster, CH9N2O2 overall at a distorted geometry.

highest occupied orbital energy = -15.585 eV
ΔE to the lowest compared entry with this formula, charge and spin = 8.34 kcal/mol
HOMO-LUMO gap = 12.20 eV
DFT total energy = -303.28129 hartree
net charge = +1

Each line ends with the natural charge from an NBO analysis.
Element x y z (Å)
N: 1.763 0.052 1.036  -0.715
C: 1.912 -0.264 -0.229  0.403
N: 0.936 -0.790 -0.927  -0.702
H: 0.814 0.276 1.342  0.461
H: 2.556 0.526 1.446  0.429
H: 2.821 -0.067 -0.778  0.229
H: 0.971 -0.947 -1.926  0.440
H: 0.027 -0.930 -0.492  0.429
H: -3.262 0.322 -1.445  0.499
H: -3.044 -0.868 -0.517  0.490
O: -2.576 -0.182 -0.980  -0.975
H: -1.586 1.391 1.701  0.500
H: -1.453 0.857 0.295  0.504
O: -0.967 0.948 1.112  -0.993



DFT (ωB97M-V with the def2-TZVPD basis set) results for a 7-piece molecular cluster, C7H28N12O7 overall at a distorted geometry.

highest occupied orbital energy = -8.741 eV
ΔE to the lowest compared entry with this formula, charge and spin = 18.93 kcal/mol
HOMO-LUMO gap = 8.58 eV
SMILES = NC(N)=O.NC(N)=O.NC(N)=O.NC(N)=O.NC(N)=O.NC(N)=O.CO
DFT total energy = -1467.48565 hartree

Each line ends with the natural charge from an NBO analysis.
Element x y z (Å)
N: -14.339 -22.029 -10.240  -0.857
C: -13.182 -22.538 -9.683  0.787
N: -13.413 -23.644 -8.885  -0.851
O: -12.097 -21.980 -9.798  -0.687
H: -14.228 -21.165 -10.748  0.416
H: -15.249 -22.444 -10.205  0.396
H: -12.591 -24.144 -8.594  0.413
H: -14.308 -24.083 -8.978  0.394
N: -7.877 -15.070 -6.751  -0.848
C: -9.216 -15.294 -6.506  0.791
N: -9.632 -16.567 -6.865  -0.876
O: -9.948 -14.560 -5.862  -0.675
H: -7.456 -14.205 -6.477  0.410
H: -7.358 -15.904 -6.940  0.391
H: -9.199 -17.026 -7.641  0.383
H: -10.394 -16.946 -6.328  0.431
N: -12.563 -16.505 -5.277  -0.869
C: -12.950 -15.523 -4.397  0.778
N: -12.544 -14.240 -4.721  -0.861
O: -13.526 -15.751 -3.327  -0.678
H: -12.456 -16.227 -6.238  0.392
H: -12.734 -17.472 -5.070  0.410
H: -11.751 -14.132 -5.347  0.423
H: -12.593 -13.664 -3.899  0.395
N: -13.888 -20.157 -13.046  -0.863
C: -13.359 -18.942 -12.728  0.768
N: -11.978 -18.925 -12.654  -0.866
O: -14.017 -17.914 -12.685  -0.649
H: -13.432 -21.048 -13.077  0.405
H: -14.863 -20.109 -13.294  0.404
H: -11.449 -19.566 -13.210  0.396
H: -11.566 -18.232 -12.062  0.410
N: -15.217 -12.897 -12.734  -0.855
C: -14.147 -13.619 -12.234  0.777
N: -14.495 -14.774 -11.600  -0.845
O: -13.016 -13.183 -12.323  -0.656
H: -15.090 -11.940 -12.998  0.403
H: -16.147 -13.188 -12.494  0.374
H: -13.702 -15.264 -11.217  0.408
H: -15.390 -15.217 -11.597  0.394
N: -12.285 -21.200 -6.407  -0.852
C: -11.137 -20.465 -6.556  0.775
N: -10.459 -20.692 -7.734  -0.864
O: -10.747 -19.649 -5.723  -0.682
H: -12.539 -21.888 -7.091  0.388
H: -12.781 -21.215 -5.537  0.408
H: -9.788 -19.971 -7.928  0.391
H: -10.881 -21.185 -8.523  0.424
C: -12.982 -18.377 -8.373  -0.243
O: -13.875 -17.281 -8.555  -0.731
H: -12.336 -18.435 -9.251  0.155
H: -12.403 -18.265 -7.463  0.187
H: -13.550 -19.315 -8.359  0.163
H: -14.346 -17.375 -9.395  0.467



DFT (ωB97M-V with the def2-TZVPD basis set) results for C25H42Cl3HoN4O3Si as an isolated structure at a distorted geometry.

highest occupied orbital energy (spin up / spin down) = -7.639 / -7.640 eV
ΔE to the lowest compared entry with this formula, charge and spin = 0.00 kcal/mol
multiplicity = 5
HOMO-LUMO gap (spin up / spin down) = 8.19 / 8.19 eV
DFT total energy = -4040.99179 hartree

Each line ends with the Mulliken spin population.
Element x y z (Å)
C: -1.870 3.500 1.466  0.000
C: -0.760 2.841 2.224  0.001
H: -2.424 4.181 2.115  0.000
H: -2.557 2.759 1.029  0.000
H: -1.457 4.079 0.627  0.000
C: -0.658 2.853 3.565  0.000
C: -1.672 3.450 4.490  0.000
H: 0.239 2.478 4.072  0.000
H: -2.683 3.469 4.053  0.000
H: -1.405 4.478 4.789  0.000
H: -1.702 2.855 5.414  0.000
Ho: -0.368 -0.657 -0.819  4.056
Cl: 0.676 1.295 -2.273  -0.004
Cl: -2.051 -2.609 -1.243  -0.004
H: 1.843 -4.219 -4.864  0.000
H: 1.463 -2.444 -6.635  0.000
C: 0.962 -3.862 -4.326  0.000
C: 0.571 -2.122 -6.083  0.000
N: 0.720 -2.467 -4.673  0.001
H: 1.106 -3.937 -3.245  0.000
C: 0.574 -1.572 -3.707  0.001
O: 0.609 -1.885 -2.482  -0.007
H: 0.443 -1.037 -6.174  0.000
H: 0.431 -0.530 -4.015  0.000
H: 0.114 -4.478 -4.641  0.000
H: -0.301 -2.640 -6.507  0.000
H: -2.410 0.542 2.030  0.000
H: -1.102 -0.067 4.741  0.000
C: -2.674 -0.497 2.260  0.001
C: -1.573 -1.015 4.435  0.000
N: -1.578 -1.142 2.986  0.000
H: -2.897 -1.034 1.332  0.000
C: -0.565 -1.759 2.380  0.001
O: -0.421 -1.796 1.139  -0.010
H: -1.004 -1.855 4.853  0.000
H: 0.157 -2.261 3.059  0.000
H: -3.546 -0.506 2.913  0.000
H: -2.603 -1.046 4.792  0.000
O: -0.463 1.011 0.781  -0.026
C: 0.206 2.067 1.327  -0.002
C: 1.512 0.732 3.040  -0.001
C: 1.514 1.698 2.040  0.000
H: 0.569 0.195 3.219  0.000
C: 2.665 0.501 3.805  0.000
H: 0.490 2.740 0.501  0.000
C: 2.698 2.372 1.725  0.000
H: 2.642 -0.242 4.605  0.000
C: 3.832 1.221 3.532  0.000
C: 3.856 2.145 2.482  0.000
H: 2.692 3.093 0.906  0.000
H: 4.745 1.010 4.093  0.000
H: 4.778 2.681 2.247  0.000
Si: -3.779 0.436 -3.056  0.000
Cl: -2.662 0.830 -1.223  -0.001
C: -4.687 -1.179 -2.936  0.000
C: -2.554 0.623 -4.430  0.000
C: -5.050 1.798 -3.266  0.000
H: -4.250 -1.865 -2.203  0.000
H: -4.664 -1.696 -3.905  0.000
H: -5.733 -0.992 -2.667  0.000
H: -5.880 1.696 -2.551  0.000
H: -5.473 1.725 -4.277  0.000
H: -4.601 2.784 -3.154  0.000
H: -1.523 0.412 -4.154  0.000
H: -2.594 1.670 -4.736  0.000
H: -2.821 -0.012 -5.284  0.000
N: 6.169 -1.987 0.798  0.000
C: 4.905 -1.607 0.502  0.000
C: 3.854 -1.834 1.414  0.000
C: 2.558 -1.502 1.035  0.000
N: 2.221 -0.961 -0.145  -0.006
C: 3.240 -0.671 -0.986  0.001
C: 4.574 -0.981 -0.717  0.000
H: 6.390 -2.469 1.658  0.000
H: 6.923 -1.879 0.131  0.000
H: 4.033 -2.264 2.394  0.000
H: 1.749 -1.712 1.728  -0.001
H: 2.951 -0.164 -1.899  0.000
H: 5.339 -0.762 -1.456  0.000



DFT (ωB97M-V with the def2-TZVPD basis set) results for C16H14IrN6O2S as an isolated structure at a distorted geometry.

highest occupied orbital energy (spin up / spin down) = -7.706 / -7.846 eV
ΔE to the lowest compared entry with this formula, charge and spin = 51.98 kcal/mol
multiplicity = 2
HOMO-LUMO gap (spin up / spin down) = 6.96 / 7.06 eV
DFT total energy = -1599.53268 hartree

Each line ends with the natural charge from an NBO analysis.
Element x y z (Å)
Ir: -0.474 -0.091 0.071  0.910
C: 0.860 -0.035 5.088  -0.255
O: 1.829 -0.030 4.042  -0.504
C: 1.338 0.042 2.799  0.894
O: 0.157 0.122 2.543  -0.639
N: 2.347 0.058 1.891  -0.473
N: 2.086 0.090 0.516  -0.622
H: 1.430 -0.083 6.012  0.201
H: 0.200 -0.898 4.998  0.201
H: 0.258 0.873 5.059  0.196
H: 3.294 -0.074 2.227  0.399
H: 2.419 -0.751 0.044  0.397
H: 2.495 0.914 0.076  0.386
C: 0.020 -0.622 -4.574  -0.263
C: 0.080 0.712 -5.022  -0.146
C: 0.016 1.722 -4.098  -0.238
C: -0.092 1.430 -2.724  0.189
N: -0.156 0.121 -2.323  -0.444
C: -0.104 -0.852 -3.222  0.068
C: -0.131 2.410 -1.681  -0.080
C: -0.058 3.800 -1.911  -0.187
C: -0.004 4.685 -0.861  -0.242
C: -0.059 4.234 0.455  -0.186
C: -0.185 2.871 0.708  -0.267
C: -0.228 1.964 -0.333  -0.225
H: 0.052 -1.442 -5.270  0.230
H: 0.150 0.932 -6.076  0.222
H: 0.041 2.749 -4.427  0.219
H: -0.169 -1.860 -2.837  0.216
H: -0.008 4.174 -2.922  0.201
H: 0.085 5.744 -1.059  0.213
H: 0.012 4.929 1.277  0.210
H: -0.242 2.535 1.737  0.219
S: -3.817 0.573 -0.050  0.183
C: -2.494 -0.276 -0.077  -0.205
N: 0.372 -6.247 -1.938  -0.453
C: 0.133 -5.349 -1.254  0.435
N: -0.196 -4.398 -0.458  -0.654
C: 0.050 -3.195 -0.313  0.638
N: 0.251 -2.064 -0.047  -0.744



Which of these has the lowest DFT total energy? C3H6Br2O2